(1)
{
  "formula": "H52O26",
  "method": "ωB97M-V with the def2-TZVPD basis set",
  "energy_ev": -54080.73200,
  "charge": 0,
  "gap_ev": 9.081,
  "elements": ["H", "H", "O", "H", "H", "O", "H", "O", "H", "O", "H", "H", "O", "H", "O", "H", "H", "O", "H", "H", "O", "H", "O", "H", "H", "O", "H", "H", "H", "H", "H", "O", "O", "O", "H", "H", "O", "H", "O", "H", "O", "H", "H", "H", "O", "H", "O", "O", "O", "H", "H", "H", "H", "O", "H", "O", "H", "H", "H", "O", "H", "H", "H", "H", "H", "H", "O", "H", "H", "H", "O", "H", "H", "H", "H", "H", "O", "H"],
  "coordinates": [[-0.0481, -1.5431, 4.1121], [2.7160, 2.2318, 4.0544], [4.2098, 3.9057, 1.0660], [-1.3871, -1.6228, -2.3227], [-1.4803, -2.0103, 3.9626], [-0.5946, -2.3286, 4.1370], [-2.0999, 2.1432, 0.8173], [-3.1910, 2.8659, -2.0024], [-1.1270, -5.3062, -0.1928], [0.8512, -2.2342, -4.9894], [2.3169, -1.9433, 5.9425], [-4.1193, 0.3352, -4.1684], [-1.0619, -0.9052, -2.8664], [1.0051, -4.5918, -3.0225], [-2.6349, -2.6146, -1.4864], [-2.6602, 2.8736, -2.7990], [2.6663, 1.0732, -4.9848], [-3.8697, -0.1715, -3.3956], [-0.2191, -3.9712, -2.3838], [-4.4759, 1.8143, -0.6648], [0.4226, 0.0951, -0.1527], [0.8093, -3.0660, -4.5178], [2.6690, 1.3201, 4.3421], [2.3492, 1.3689, 5.2430], [2.3207, 3.0564, 0.7559], [-0.3153, -5.1367, 0.2854], [1.6322, -2.6075, -0.8759], [-2.7075, -3.4916, -1.1097], [-0.0577, -4.2550, 0.0162], [3.7960, -2.6229, 1.1930], [-4.6907, -0.5510, -3.0821], [1.3106, -0.3531, 2.4802], [3.4658, -2.4711, -1.6223], [3.0190, -1.7904, 5.3101], [3.2770, 4.5122, 3.3343], [-3.0704, -1.6359, -0.0136], [-5.4045, 1.9173, -0.4565], [2.1156, -0.7314, 2.1265], [3.2543, -1.8709, 0.9534], [2.7348, -1.0205, 4.8174], [2.6186, 3.8177, 3.3145], [0.2877, 3.9960, -1.1133], [0.5302, 0.6251, -2.9404], [0.8059, 0.0937, 0.7244], [3.2962, 1.2416, -4.2840], [3.8691, -2.3157, -2.4764], [0.8588, 3.8428, -1.8661], [-3.3103, -1.0469, 0.7018], [0.0934, -4.3607, -3.2004], [5.1024, 3.9448, 1.4094], [1.0619, 3.6092, 1.3898], [-2.3059, 2.0154, -0.6771], [3.1316, -3.3666, -1.6741], [1.3557, 0.6544, -2.4567], [-2.9377, -0.2014, 0.4517], [-3.4711, -1.3430, 3.4397], [-0.4557, 0.4554, -0.0302], [-3.2737, -2.6059, -2.1991], [1.0348, 2.9022, -1.8463], [1.3742, 2.9214, 0.8018], [-3.2641, -1.0055, 2.5682], [-4.2507, -1.8829, 3.3090], [-1.8518, -0.4824, -3.2033], [2.8090, 1.0723, -3.4777], [3.4372, -1.7298, 0.0245], [1.8590, 4.1944, 3.7587], [-2.0799, 1.5074, 0.1020], [-2.6148, 4.4948, 2.7378], [-3.7696, 3.6231, -2.0923], [1.6095, 0.3412, 3.0674], [0.7112, -2.8679, -0.8910], [0.5464, -1.5839, -4.3567], [-1.3836, 3.6850, 2.3909], [-5.8622, 1.5202, -1.1975], [3.6618, 3.7630, 1.8378], [1.1580, 0.2355, -1.6191], [-2.3389, 3.6335, 2.4243], [0.2312, -2.0640, -0.6918]],
  "forces_ev_per_angstrom": [[0.2654, 0.1332, -0.3323], [0.2070, 0.4184, -0.3322], [-0.0037, 0.2131, -0.1591], [-0.0272, -0.2563, 0.1943], [-0.6265, 0.0830, -0.1015], [0.2416, -0.2754, 0.3398], [-0.1680, 0.2288, 0.4637], [0.0966, -0.0375, -0.2165], [-0.1361, -0.2808, -0.0404], [0.4759, 0.2693, -0.6695], [-0.2316, -0.2015, 0.1104], [-0.0342, 0.1243, -0.2926], [0.6438, 0.5564, -0.3768], [0.1053, -0.1963, 0.2547], [0.0008, -0.2389, 0.1207], [0.3365, -0.0472, -0.2393], [-0.0875, -0.0965, -0.1133], [0.1602, -0.0421, 0.0886], [0.2713, 0.3255, 0.3321], [0.2908, -0.1343, -0.0390], [-0.0588, -0.8489, -0.2440], [-0.4107, -0.2192, 0.2503], [-0.1318, -0.6217, 0.2285], [-0.0249, -0.1332, 0.3383], [0.3288, 0.0021, -0.3896], [-0.3086, -0.5970, 0.1872], [0.1675, 0.3659, 0.1103], [0.0893, -0.3895, 0.2137], [0.4952, 0.5930, -0.0591], [0.0791, -0.1505, 0.2141], [-0.2315, -0.0721, 0.1804], [-0.6593, 0.0618, -0.0616], [0.0976, -0.1099, -0.0924], [0.2689, -0.0285, 0.1391], [0.2766, 0.4402, 0.3406], [0.1398, -0.2238, -0.2179], [-0.3477, 0.1909, 0.2268], [0.5507, -0.6334, -0.2667], [-0.2580, 0.2845, 0.6402], [-0.0132, 0.2039, -0.3198], [-0.1003, 0.1743, 0.1966], [0.0832, -0.1114, 0.2218], [-0.2083, -0.2718, -0.0545], [0.3153, -0.0568, 0.8898], [0.7531, 0.2338, -0.5247], [0.0535, 0.3476, -0.3675], [-0.3091, 0.5729, -0.5466], [-0.3805, 0.0077, 0.3607], [-0.2500, -0.4404, -0.7011], [0.3604, -0.1102, -0.1381], [0.1363, 0.1498, 0.0755], [-0.1397, 0.3464, -0.5368], [0.1021, -0.4181, -0.0309], [0.6567, 0.7518, -1.0676], [0.1881, 0.6571, -0.1325], [0.2014, 0.0373, 0.9432], [-0.5285, 0.4268, -0.1041], [-0.2195, 0.0709, -0.3745], [0.2370, -0.5774, 0.0497], [-0.6607, -0.2837, 0.1834], [-0.0057, -0.0949, -0.6937], [-0.0960, -0.1006, -0.0529], [-0.3998, 0.0105, -0.0679], [-0.4818, -0.1611, 0.4445], [0.2017, 0.0945, -0.3979], [-0.3531, 0.1402, 0.1361], [0.2001, -0.6202, 0.2951], [-0.2401, 0.2114, 0.0400], [-0.2687, 0.2365, 0.2099], [0.2429, 0.4643, 0.2876], [-0.4946, -0.4782, -0.1114], [-0.2266, 0.1186, 0.3497], [0.2792, -0.0212, 0.0709], [-0.1104, -0.0886, -0.1167], [-0.0578, -0.2765, -0.0650], [-0.3362, -0.1006, 0.8328], [0.0673, -0.2726, -0.1875], [-0.0400, 0.7721, 0.2738]],
  "mulliken_charge": [0.2753, 0.2777, -0.6308, 0.0395, 0.3426, -0.6292, 0.1873, -0.5222, 0.2814, -0.6679, 0.3098, 0.2508, -0.1546, 0.3107, -0.6001, 0.2351, 0.2624, -0.5301, 0.3050, 0.3374, -0.3478, 0.3690, -0.5870, 0.3331, 0.2740, -0.6219, 0.1470, 0.2240, 0.3905, 0.2400, 0.2542, -0.6296, -0.6269, -0.6114, 0.2689, 0.3949, -0.6016, 0.2872, -0.5966, 0.2879, -0.6862, 0.3117, 0.1601, 0.3026, -0.6539, 0.2730, -0.6539, -0.6921, -0.7307, 0.3187, 0.1268, 0.2379, 0.2496, -0.5005, 0.4084, -0.6610, 0.1194, 0.2212, 0.3598, -0.2890, 0.4334, 0.2611, 0.2187, 0.4268, 0.2644, 0.2820, -0.4466, 0.3000, 0.2483, 0.3939, -0.1749, 0.3255, 0.2613, 0.2796, 0.3546, 0.2150, -0.5866, 0.1935]
}

---

(2)
{
  "formula": "H5N2OP",
  "method": "ωB97M-V with the def2-TZVPD basis set",
  "smiles": "NOPN",
  "energy_ev": -14395.29675,
  "charge": 0,
  "gap_ev": 10.004,
  "elements": ["N", "N", "H", "H", "H", "O", "P", "H", "H"],
  "coordinates": [[-0.2959, -1.4457, -0.4526], [0.4431, 1.2025, 1.3053], [-1.2814, -1.2711, -0.6388], [-0.0765, -2.4088, -0.5624], [-0.3669, 0.6564, 1.7477], [0.1646, 1.1315, -0.1186], [0.9006, -0.2969, -0.7418], [0.0825, 0.3316, -2.0783], [0.4299, 2.1006, 1.5395]],
  "forces_ev_per_angstrom": [[-0.5874, 0.3109, 0.5026], [-1.2103, -6.4977, -0.8060], [0.5073, 0.1250, -0.1181], [0.3705, -0.6240, 0.2347], [1.5300, 1.4585, -0.6008], [0.8014, -0.9716, 0.7999], [-3.0364, 2.6095, -2.6681], [2.0233, -1.1222, 1.5865], [-0.3983, 4.7116, 1.0693]],
  "nbo_charge": [-1.1984, -0.5407, 0.3940, 0.3945, 0.3394, -0.6792, 1.0783, -0.1274, 0.3395]
}

---

LUMO readings, ordered: -0.9 0.9 eV